A structure of composition H20Mg4O30S5, computed with ωB97M-V/def2-TZVPD.

Summary:
Highest occupied orbital energy: -1.858 eV
Net charge: -2
Gap between HOMO and LUMO: 1.816 eV
Energy above the lowest of the compared OMol25 structures with the same formula, charge and spin: 196.7 kcal per mole
LUMO energy: 0.0 eV

XYZ file:
```
59
Properties=species:S:1:pos:R:3:forces:R:3
H -0.9757 -1.9598 -2.5241 -0.2 0.2 0.0
H -2.2635 2.1736 1.0962 0.2 -0.1 -0.1
O 1.7558 -1.2031 3.3050 0.3 -0.9 0.7
O -2.1351 0.6833 -2.2988 -0.8 -0.3 2.8
Mg 0.8772 -3.5668 0.3488 -1.0 0.2 -0.2
S 0.3940 -0.4530 0.3214 -1.5 1.5 -2.0
O -0.4307 -1.4173 -3.0966 0.1 -1.0 0.1
O 0.2329 0.2273 -0.9400 1.1 0.0 1.3
Mg -2.8169 -0.4634 1.3828 0.8 -0.5 -1.1
H -2.9650 -0.2362 -1.0724 -0.1 0.2 -0.8
O 2.9628 -1.0465 -1.7645 0.2 -0.3 0.5
O 1.0523 -1.7597 0.0184 0.9 -0.7 0.9
O 2.4771 4.7429 2.9631 -1.2 0.3 0.8
O 1.5532 0.8295 -3.3915 -0.3 -0.3 1.2
S 3.2185 3.8108 2.1342 4.2 3.5 -2.3
H -1.3670 -3.6607 -0.9884 0.1 -0.1 0.0
O -2.8039 -2.2041 1.9314 -0.2 0.5 -0.1
O 0.8157 1.3486 3.9896 -0.4 0.3 0.7
O -3.5483 -0.7750 -0.4762 0.1 0.2 0.0
H 4.6274 -0.5316 2.0292 0.1 0.1 -0.1
O 1.2091 0.3263 1.2350 -0.9 -0.4 -0.4
H -2.7355 0.9935 3.5489 0.0 -0.1 0.1
Mg 2.3116 0.6911 2.7080 0.1 0.7 -0.6
H 1.0313 2.2661 4.2358 0.3 0.2 -0.6
H 2.3906 -1.8752 3.5803 0.0 0.0 0.0
H 2.3078 -1.1528 -1.0626 0.4 0.1 -0.5
S -2.9510 -3.5760 2.4864 -1.9 -1.2 1.7
O -3.4005 0.0527 -4.2848 0.6 -0.6 0.7
O -0.1208 2.6681 -2.3360 0.0 0.9 0.7
O -1.8473 -3.8066 3.4180 0.8 0.2 0.2
O 4.6781 3.8653 2.3950 -0.4 -0.7 1.2
O 1.7617 -0.0217 -5.6503 -0.5 -0.6 0.3
S 2.2863 0.9220 -4.6696 2.1 1.4 -2.7
O 3.1219 4.1110 0.6882 -1.7 -1.1 0.7
O 3.7196 0.6856 -4.4178 0.3 -0.9 0.7
O -3.1556 2.3376 -3.8042 0.6 0.8 1.0
Mg -0.2494 0.6440 -2.7004 1.7 0.5 -1.3
H 0.1675 1.0627 4.6366 0.3 -0.1 0.3
H -1.4060 0.2712 3.7205 0.3 -0.3 -0.3
H -2.9403 1.7807 -0.2242 0.1 -0.4 -0.3
S -2.4827 1.0509 -3.7173 -3.5 -0.2 -3.7
H 0.6309 3.1780 -2.0055 0.2 -0.3 -0.2
O 2.7543 2.4447 2.5172 -1.0 -2.0 0.5
O -1.0340 -3.6868 -0.0860 1.5 0.2 -1.5
O -2.8377 -4.4992 1.3338 0.2 0.2 -0.8
H -3.7366 -1.5673 -0.9864 -0.2 0.0 0.2
O -4.2693 -3.6996 3.1111 0.6 0.2 -0.1
H -1.8506 -3.6993 0.4888 -1.0 -1.2 1.1
H -0.8981 3.1764 -2.0824 -0.1 -0.1 -0.3
H 0.8911 -1.6226 3.4138 -0.1 0.2 -0.1
H 0.0316 -2.0390 -3.6697 0.2 0.5 -0.3
O -2.6478 1.4223 0.6307 -0.5 1.0 0.3
H 4.1553 0.3089 0.8375 -0.4 0.3 0.0
O -0.9448 -0.7382 0.8068 0.4 -0.4 1.4
O -2.1944 0.2828 3.1818 -0.8 0.9 0.4
H 2.6087 -0.3276 -2.3150 0.1 0.2 -0.4
O -1.1626 1.0319 -4.3644 0.1 0.2 -0.6
O 2.2953 2.2896 -5.2352 -1.0 0.0 0.5
O 3.8514 -0.0902 1.6701 0.8 -0.7 0.1
```
Positions in Å, forces in eV/Å.